{
  "formula": "C50H124N6O10",
  "method": "ωB97M-V with the def2-TZVPD basis set",
  "elements": ["C", "O", "H", "H", "H", "C", "C", "N", "C", "C", "C", "C", "C", "O", "C", "H", "H", "H", "H", "H", "H", "H", "H", "H", "H", "H", "H", "H", "H", "H", "H", "H", "H", "H", "H", "C", "C", "N", "C", "C", "C", "C", "C", "O", "C", "H", "H", "H", "H", "H", "H", "H", "H", "H", "H", "H", "H", "H", "H", "H", "H", "H", "H", "H", "H", "C", "C", "N", "C", "C", "C", "C", "C", "O", "C", "H", "H", "H", "H", "H", "H", "H", "H", "H", "H", "H", "H", "H", "H", "H", "H", "H", "H", "H", "H", "C", "C", "N", "C", "C", "C", "C", "C", "O", "C", "H", "H", "H", "H", "H", "H", "H", "H", "H", "H", "H", "H", "H", "H", "H", "H", "H", "H", "H", "H", "C", "C", "N", "C", "C", "C", "C", "C", "O", "C", "H", "H", "H", "H", "H", "H", "H", "H", "H", "H", "H", "H", "H", "H", "H", "H", "H", "H", "H", "H", "C", "C", "N", "C", "C", "C", "C", "C", "O", "C", "H", "H", "H", "H", "H", "H", "H", "H", "H", "H", "H", "H", "H", "H", "H", "H", "H", "H", "H", "H", "O", "C", "O", "O", "H"],
  "positions_angstrom": [[-13.426, -7.345, -13.703], [-13.386, -7.011, -12.318], [-13.206, -8.398, -13.878], [-14.379, -7.193, -14.210], [-12.679, -6.804, -14.283], [-10.947, -4.327, -12.256], [-10.280, -5.080, -13.458], [-8.700, -5.247, -13.458], [-8.178, -5.669, -14.914], [-8.099, -3.823, -13.067], [-6.621, -3.753, -13.440], [-8.232, -6.279, -12.319], [-8.438, -7.818, -12.345], [-7.705, -8.387, -13.464], [-6.291, -8.435, -13.292], [-10.227, -4.004, -11.504], [-11.826, -4.810, -11.828], [-11.406, -3.400, -12.598], [-10.630, -4.604, -14.375], [-10.682, -6.081, -13.615], [-7.115, -5.909, -14.921], [-8.204, -4.876, -15.661], [-8.986, -6.269, -15.331], [-8.173, -3.570, -12.009], [-8.718, -3.050, -13.521], [-6.099, -4.554, -12.916], [-6.188, -2.846, -13.020], [-6.337, -3.766, -14.492], [-8.880, -5.897, -11.530], [-7.216, -6.042, -12.005], [-9.494, -8.041, -12.500], [-8.119, -8.507, -11.563], [-6.067, -9.220, -14.014], [-5.808, -8.604, -12.329], [-5.948, -7.465, -13.649], [-5.981, -10.956, -19.933], [-7.416, -11.349, -20.071], [-8.531, -10.249, -19.819], [-8.485, -9.243, -20.970], [-9.964, -10.896, -19.779], [-10.365, -11.837, -21.029], [-8.132, -9.643, -18.469], [-9.151, -8.468, -18.056], [-10.304, -8.965, -17.450], [-10.418, -9.281, -16.138], [-5.716, -9.978, -20.336], [-5.561, -11.646, -20.665], [-5.734, -11.058, -18.876], [-7.682, -12.192, -19.433], [-7.492, -11.644, -21.118], [-7.538, -8.744, -20.766], [-9.245, -8.463, -20.916], [-8.473, -9.756, -21.932], [-10.604, -10.037, -19.577], [-9.851, -11.320, -18.781], [-10.295, -11.237, -21.936], [-11.410, -12.146, -21.014], [-9.789, -12.762, -20.976], [-7.156, -9.159, -18.505], [-7.997, -10.398, -17.695], [-9.402, -7.921, -18.964], [-8.608, -7.802, -17.385], [-10.622, -8.336, -15.635], [-9.543, -9.824, -15.782], [-11.385, -9.766, -15.998], [-11.664, -12.551, -13.609], [-12.133, -11.241, -12.867], [-12.548, -11.552, -11.378], [-13.939, -12.229, -11.334], [-11.419, -12.258, -10.646], [-10.010, -11.546, -10.623], [-12.827, -10.251, -10.605], [-13.468, -10.347, -9.133], [-12.384, -10.809, -8.342], [-12.584, -10.477, -6.883], [-10.665, -12.890, -13.336], [-11.555, -12.398, -14.682], [-12.391, -13.357, -13.508], [-13.041, -10.730, -13.187], [-11.343, -10.494, -12.797], [-14.057, -12.634, -10.329], [-13.723, -13.164, -11.851], [-14.775, -11.651, -11.728], [-11.300, -13.202, -11.177], [-11.776, -12.424, -9.630], [-10.245, -10.627, -10.086], [-9.433, -11.436, -11.541], [-9.249, -12.106, -10.080], [-13.425, -9.473, -11.081], [-11.904, -9.678, -10.516], [-14.313, -11.021, -8.990], [-13.802, -9.330, -8.925], [-11.718, -10.997, -6.476], [-13.463, -10.909, -6.404], [-12.478, -9.399, -6.760], [-17.598, -7.452, -13.187], [-18.408, -8.596, -12.568], [-17.628, -9.203, -11.269], [-16.064, -9.245, -11.411], [-17.891, -8.126, -10.108], [-19.362, -8.161, -9.556], [-18.175, -10.657, -11.127], [-17.758, -11.308, -9.770], [-17.816, -10.438, -8.638], [-18.130, -11.119, -7.408], [-17.810, -6.466, -12.774], [-17.958, -7.189, -14.182], [-16.544, -7.663, -13.370], [-18.515, -9.457, -13.228], [-19.383, -8.294, -12.186], [-15.627, -8.249, -11.342], [-15.922, -9.784, -12.348], [-15.845, -9.718, -10.454], [-17.799, -7.120, -10.518], [-17.082, -8.206, -9.382], [-19.539, -7.283, -8.935], [-19.486, -9.033, -8.913], [-20.257, -8.209, -10.176], [-17.910, -11.211, -12.028], [-19.256, -10.522, -11.170], [-16.712, -11.594, -9.883], [-18.428, -12.152, -9.602], [-18.272, -10.453, -6.557], [-17.340, -11.815, -7.126], [-18.895, -11.884, -7.541], [-6.253, -6.598, -5.670], [-7.202, -6.104, -6.771], [-8.582, -5.622, -6.260], [-9.428, -6.802, -5.729], [-8.578, -4.651, -5.053], [-8.096, -3.237, -5.322], [-9.353, -4.920, -7.392], [-9.746, -5.898, -8.580], [-11.043, -6.420, -8.295], [-11.632, -7.073, -9.464], [-6.634, -7.450, -5.108], [-6.016, -5.803, -4.963], [-5.301, -6.863, -6.129], [-7.463, -6.995, -7.343], [-6.737, -5.267, -7.292], [-9.660, -7.422, -6.595], [-10.415, -6.405, -5.489], [-8.871, -7.408, -5.014], [-8.092, -5.106, -4.190], [-9.563, -4.558, -4.594], [-8.829, -2.486, -5.616], [-7.145, -3.164, -5.849], [-7.771, -2.842, -4.360], [-8.784, -4.027, -7.652], [-10.252, -4.430, -7.017], [-8.936, -6.541, -8.921], [-9.843, -5.179, -9.394], [-11.598, -6.437, -10.349], [-12.648, -7.442, -9.320], [-10.974, -7.899, -9.732], [-15.471, -0.926, -10.140], [-16.307, -2.219, -10.015], [-15.489, -3.523, -9.961], [-16.428, -4.732, -9.873], [-14.613, -3.691, -11.245], [-15.416, -4.176, -12.563], [-14.588, -3.490, -8.687], [-14.004, -4.788, -8.208], [-15.047, -5.630, -7.637], [-14.379, -6.746, -7.005], [-14.697, -0.790, -9.384], [-16.169, -0.125, -9.896], [-15.105, -0.772, -11.155], [-16.848, -2.351, -10.952], [-17.036, -2.171, -9.205], [-15.761, -5.578, -10.034], [-17.271, -4.626, -10.556], [-16.842, -4.784, -8.866], [-13.925, -4.514, -11.053], [-13.941, -2.834, -11.209], [-15.656, -5.237, -12.617], [-14.684, -4.239, -13.369], [-16.338, -3.711, -12.912], [-15.245, -3.101, -7.909], [-13.778, -2.801, -8.926], [-13.418, -4.643, -7.300], [-13.353, -5.104, -9.024], [-14.331, -6.609, -5.924], [-13.377, -6.955, -7.378], [-14.980, -7.641, -7.171], [-16.824, -7.885, -16.933], [-16.731, -6.556, -16.960], [-15.586, -6.098, -17.059], [-17.692, -5.836, -17.197], [-15.929, -8.026, -16.615]],
  "e_above_lowest_kcal_mol": 59.1,
  "charge": 4,
  "largest_force_ev_per_a": 5.14,
  "lumo_ha": -0.280
}